(1)
ORCA calculation (ωB97M-V/def2-TZVPD) on a cluster of 2 separate species, C14H22Br2O5 in total at a distorted geometry.

The HOMO-LUMO gap is 8.27 eV. The highest occupied orbital energy comes out at -9.50 eV. The spin multiplicity is 1. As for the SMILES: C[C@H](Br)CC1=C(C[C@@H](C)Br)C(=O)OC1=O.COCCOC. The energy above the lowest of the compared OMol25 structures with the same formula, charge and spin is 0.00 kcal per mole. Its total energy is -6070.7605 hartree.

Positions of all 43 atoms, in Å:
1 C 5.727 1.358 0.470
2 C 4.699 0.658 -0.561
3 Br 4.627 -1.289 -0.013
4 C 3.182 1.232 -0.403
5 C 2.895 2.514 -1.307
6 C 1.619 2.950 -1.752
7 C 0.144 2.377 -1.542
8 C -0.305 2.203 -0.014
9 C -1.646 1.264 -0.044
10 Br -0.916 3.932 0.831
11 C 1.743 4.243 -2.671
12 O 0.852 4.780 -3.380
13 O 3.105 4.664 -2.581
14 C 3.865 3.585 -1.979
15 O 5.117 3.569 -2.019
16 H 5.216 1.597 1.474
17 H 6.627 0.686 0.685
18 H 6.099 2.352 0.037
19 H 5.067 0.676 -1.645
20 H 2.412 0.403 -0.631
21 H 3.067 1.543 0.696
22 H -0.616 3.093 -2.039
23 H 0.103 1.341 -2.048
24 H 0.458 1.691 0.661
25 H -2.435 1.605 0.715
26 H -2.105 1.422 -1.097
27 H -1.349 0.166 0.057
28 C -4.677 -1.774 1.395
29 O -3.314 -1.969 1.042
30 C -2.602 -2.714 2.029
31 C -2.416 -4.166 1.600
32 O -3.662 -4.859 1.564
33 C -4.158 -5.011 0.241
34 H -5.203 -1.389 0.519
35 H -5.154 -2.706 1.705
36 H -4.750 -1.036 2.200
37 H -3.102 -2.654 3.002
38 H -1.617 -2.249 2.129
39 H -1.791 -4.674 2.342
40 H -1.906 -4.227 0.632
41 H -3.571 -5.767 -0.291
42 H -4.135 -4.069 -0.312
43 H -5.193 -5.353 0.302

---

(2)
ORCA calculation (ωB97M-V/def2-TZVPD) on a structure of composition C18H21BeBrN7P at a distorted geometry.

The HOMO-LUMO gap is 9.26 eV. The highest occupied orbital energy comes out at -14.80 eV. The spin multiplicity is 1. Its charge is +2. Its total energy is -4011.5774 hartree.

Positions of all 49 atoms, in Å:
1 Be -0.177 -0.109 -0.650
2 C -1.426 2.345 3.642
3 N -1.730 1.557 2.422
4 C -2.916 1.241 1.895
5 C -2.643 0.534 0.748
6 N -1.286 0.439 0.557
7 C -0.750 1.064 1.594
8 P 1.027 1.523 1.689
9 C 1.585 -0.230 1.293
10 N 0.997 -0.876 0.252
11 C 1.694 -2.019 0.070
12 C 2.642 -2.121 1.077
13 N 2.573 -0.957 1.791
14 C 3.527 -0.704 2.884
15 C 1.132 2.146 -0.058
16 N 0.633 1.444 -1.053
17 C 0.938 2.085 -2.201
18 C 1.671 3.212 -1.871
19 N 1.840 3.209 -0.512
20 C 2.846 3.921 0.240
21 H -2.362 2.427 4.258
22 H -1.180 3.369 3.338
23 H -0.765 1.838 4.323
24 H -3.859 1.634 2.286
25 H -3.337 -0.002 0.120
26 H 1.458 -2.804 -0.674
27 H 3.318 -2.928 1.409
28 H 2.974 -0.579 3.769
29 H 4.116 0.183 2.705
30 H 4.094 -1.506 3.016
31 H 0.643 1.754 -3.206
32 H 2.140 3.916 -2.522
33 H 2.640 3.896 1.322
34 H 2.868 4.964 0.012
35 H 3.836 3.536 0.029
36 C -3.863 -3.494 -1.581
37 C -2.602 -2.793 -2.116
38 C -2.076 -3.203 -3.337
39 C -0.888 -2.585 -3.807
40 C -0.239 -1.670 -2.989
41 Br 1.419 -0.873 -3.518
42 N -0.739 -1.281 -1.838
43 C -1.876 -1.854 -1.379
44 H -4.678 -3.445 -2.287
45 H -4.270 -3.127 -0.635
46 H -3.599 -4.537 -1.403
47 H -2.608 -3.951 -3.984
48 H -0.523 -3.029 -4.723
49 H -2.218 -1.563 -0.395

---

(3)
ORCA calculation (ωB97M-V/def2-TZVPD) on a structure of composition C2H5INO at a distorted geometry.

The HOMO-LUMO gap is 7.89 eV. The highest occupied orbital energy comes out at -4.08 eV. The spin multiplicity is 1. Its charge is -1. The energy above the lowest of the compared OMol25 structures with the same formula, charge and spin is 91.70 kcal per mole. Its total energy is -506.8830 hartree.

Positions of all 10 atoms, in Å:
1 C -0.545 1.062 0.192
2 C 0.272 -0.028 0.761
3 N 0.616 -1.096 0.154
4 O 1.294 -2.052 0.632
5 I -0.412 -0.783 -3.029
6 H -0.582 1.915 0.864
7 H -0.135 1.379 -0.768
8 H -1.565 0.722 0.003
9 H 0.742 0.031 2.077
10 H 0.316 -1.151 -0.888